Entry 1:
A single C31H31FNO8P molecule at a distorted geometry. Source: the Open Molecules 2025 dataset; level of theory: wB97M-V/def2-TZVPD.

## Properties
Maximum force (Eh/bohr): 0.04276
Spin multiplicity: 1
HOMO-LUMO gap (eV): 6.56
SMILES: C=CCc1c(COO)cc(-c2ccccc2)c2c1C(=O)c1c(CP(=O)(O)O)c(F)cc(CCN(CC)C(C)=O)c1C2=O
LUMO energy (eV): -1.01

Geometry as XYZ:
```
73
Properties=species:S:1:pos:R:3:forces:R:3:mulliken_charge:R:1
C -2.8064 2.1211 3.7905 -0.8 -0.2 0.1 -0.694
C -3.9506 1.3487 3.6527 0.8 0.2 -0.2 -0.356
C -4.1921 0.4421 2.4454 1.2 -1.3 1.2 -1.426
C -3.3143 0.8840 1.2932 -0.5 0.0 0.2 0.430
C -3.7864 1.8733 0.4191 0.2 -0.5 -0.5 0.792
C -5.1212 2.5605 0.5592 0.6 0.5 0.1 -1.286
O -4.9442 3.8021 1.2475 -0.4 -0.1 0.6 -0.214
O -4.4321 4.7283 0.2986 0.0 0.2 -0.7 -0.389
C -2.9757 2.2663 -0.6375 -0.2 -0.1 0.1 -0.998
C -1.7040 1.7462 -0.8468 0.1 0.3 -0.4 0.613
C -0.9503 2.2924 -2.0217 0.2 -0.1 0.6 0.022
C -1.2828 1.9280 -3.3152 -0.2 -0.2 -0.5 -0.214
C -0.6161 2.4623 -4.4131 0.3 0.5 0.3 -0.914
C 0.3918 3.3895 -4.1925 0.0 -0.1 0.1 -0.430
C 0.7339 3.7382 -2.8929 0.3 0.4 0.4 -0.762
C 0.0759 3.2110 -1.7944 -0.3 -0.2 -0.8 0.084
C -1.2166 0.7770 0.0293 -0.4 0.3 0.0 -0.188
C -2.0396 0.3524 1.0855 0.3 -0.2 -0.2 0.960
C -1.4645 -0.6745 2.0024 -0.1 0.2 0.0 -0.525
O -1.7577 -0.7005 3.1757 0.0 -0.1 0.4 -0.637
C -0.4742 -1.6448 1.4387 -0.1 0.1 -0.4 1.096
C -0.3732 -2.9443 1.9431 -0.3 0.1 0.5 0.292
C -1.2688 -3.4817 3.0370 0.4 -1.0 -0.4 -0.770
P -2.0249 -5.1223 2.7237 -1.8 0.0 0.5 0.927
O -3.3799 -5.1912 3.2789 0.0 0.4 0.2 -0.792
O -2.0686 -5.3306 1.1368 0.9 -0.4 0.3 -0.484
O -1.1304 -6.3091 3.3421 0.4 0.4 -0.7 -0.510
C 0.6072 -3.7446 1.3840 0.5 0.2 -0.4 0.312
F 0.7973 -4.9968 1.8343 -0.2 0.0 0.2 -0.391
C 1.4387 -3.3234 0.3688 -0.1 0.4 0.2 -1.288
C 1.3233 -2.0350 -0.1369 0.0 0.2 -0.5 0.674
C 2.2953 -1.6440 -1.2322 0.6 -0.3 0.9 -0.919
C 3.5433 -1.0341 -0.5441 -1.0 0.5 -0.7 -0.751
N 4.5400 -0.5798 -1.5346 0.2 -0.1 1.1 0.157
C 4.7854 0.8846 -1.3902 0.3 -0.2 -1.3 -0.538
C 3.7159 1.7437 -2.0780 0.0 0.3 1.1 -1.041
C 5.8159 -1.1927 -1.3218 0.4 -0.3 -0.6 0.655
C 6.6581 -1.3663 -2.5684 -0.1 0.7 0.1 -1.281
O 6.2434 -1.5267 -0.2499 -0.3 -0.3 0.4 -0.559
C 0.3427 -1.1842 0.3966 0.2 -0.5 0.1 -0.303
C 0.1534 0.1973 -0.1260 -0.7 -0.5 0.4 0.238
O 1.0443 0.8010 -0.6633 0.5 0.3 -0.2 -0.489
H -2.8944 3.1937 3.6175 -0.2 0.3 2.2 0.221
H -1.8358 1.7005 4.0312 0.5 -0.2 -2.0 0.339
H -4.7103 1.4236 4.4300 -1.1 1.2 -1.1 0.412
H -4.0096 -0.6132 2.6718 -0.1 -0.1 -0.1 0.331
H -5.2435 0.4958 2.1843 -0.1 0.2 0.1 0.684
H -5.5696 2.7827 -0.4095 0.0 -0.2 -0.1 0.486
H -5.8312 2.0245 1.1772 -0.1 0.0 0.0 0.283
H -3.8217 5.2739 0.8095 0.0 -0.2 0.3 0.323
H -3.3456 3.0326 -1.3053 0.0 0.0 -0.1 0.475
H -2.0783 1.2170 -3.5045 0.0 0.0 0.2 0.492
H -0.8723 2.2025 -5.4300 -0.2 -0.2 0.0 0.421
H 0.9171 3.8470 -5.0194 0.0 0.0 -0.1 0.407
H 1.5261 4.4581 -2.7215 0.0 0.0 -0.1 0.417
H 0.3354 3.4874 -0.7840 0.1 0.0 0.0 0.493
H -0.7181 -3.5986 3.9747 0.1 0.2 0.0 0.557
H -2.1148 -2.8456 3.2575 0.0 0.1 -0.1 0.104
H -1.7315 -6.2020 0.8900 0.0 0.1 -0.2 0.330
H -0.7329 -6.0203 4.1710 0.1 -0.2 0.1 0.363
H 2.2060 -3.9780 -0.0195 -0.1 -0.2 0.0 0.488
H 2.6465 -2.5667 -1.6954 -0.2 0.1 -0.4 0.618
H 1.8637 -0.9595 -1.9520 0.1 0.0 -0.1 0.110
H 3.9242 -1.7829 0.1469 0.3 0.2 0.1 0.445
H 3.1798 -0.1569 -0.0106 0.2 -0.1 0.4 0.336
H 5.7351 1.0698 -1.8983 0.0 0.1 0.1 0.395
H 4.9479 1.1356 -0.3391 -0.2 0.0 0.1 0.390
H 3.1739 2.2935 -1.3083 -0.2 0.0 -0.1 0.183
H 2.9869 1.1451 -2.6132 0.1 0.0 -0.2 0.216
H 4.1766 2.5018 -2.7074 0.0 -0.2 -0.3 0.536
H 7.2922 -0.4774 -2.6327 0.1 0.0 -0.1 0.300
H 7.3263 -2.2152 -2.4729 -0.1 -0.1 0.0 0.405
H 6.0410 -1.3921 -3.4609 0.0 -0.2 -0.1 0.336
```
Forces are in eV/Å.

Entry 2:
A molecular structure, C31H31GaN5O3SSeSi at a distorted geometry. Source: the Open Molecules 2025 dataset; level of theory: wB97M-V/def2-TZVPD.

## Properties
Maximum force (Eh/bohr): 0.02833
Relative energy (zero: lowest compared OMol25 entry of this formula, charge and spin) (eV): 0.441
Spin multiplicity: 1
Net charge: +1
HOMO-LUMO gap (eV): 7.05
LUMO energy (eV): -4.28

Geometry as XYZ:
```
74
Properties=species:S:1:pos:R:3:forces:R:3:mulliken_charge:R:1
Ga -0.0460 0.7726 0.1056 0.9 -1.1 0.2 -0.526
C -1.8808 1.1822 -0.3320 -0.1 0.2 0.3 -0.623
Si -2.1502 0.6629 -2.0941 0.0 0.0 -0.1 -0.528
C -0.3549 0.4220 -2.6770 0.2 -0.1 -0.1 -1.131
N 0.5062 -0.2290 -1.6281 0.1 0.0 -0.2 1.496
C 1.9524 -0.0236 -1.9489 -0.1 0.0 0.0 -0.947
C 2.3680 -0.6761 -3.2614 0.0 0.0 0.0 -0.886
C 1.8238 -2.1116 -3.3833 0.0 0.0 0.0 -0.863
C 1.3106 -2.6024 -2.0356 0.0 -0.1 0.0 -0.970
C 0.1828 -1.7092 -1.5353 0.0 0.1 -0.1 -0.404
C -2.9346 1.9461 -3.1734 -0.1 0.2 -0.1 0.607
C -2.2400 3.1113 -3.5192 0.0 0.0 0.0 -0.247
C -2.8441 4.1026 -4.2785 0.0 0.0 0.0 -0.778
C -4.1574 3.9488 -4.7017 0.0 0.0 0.0 -0.470
C -4.8659 2.8055 -4.3612 0.0 0.0 0.0 -0.730
C -4.2582 1.8136 -3.6033 0.0 0.0 0.0 -0.409
C -3.0665 -0.9493 -2.2233 -0.1 -0.2 0.0 0.285
C -3.3284 -1.4839 -3.4907 0.0 -0.1 0.0 0.151
C -3.9771 -2.7018 -3.6366 0.0 0.1 0.0 -0.844
C -4.3806 -3.4088 -2.5112 0.0 0.0 0.0 -0.500
C -4.1347 -2.8969 -1.2462 0.0 0.1 0.0 -0.795
C -3.4834 -1.6766 -1.1064 0.0 -0.1 0.0 -0.171
H -2.5524 0.7308 0.3966 0.0 0.1 0.0 0.800
H -1.9596 2.2700 -0.2525 -0.1 0.0 0.1 0.553
H 0.0682 1.4115 -2.8705 0.0 0.0 0.0 0.860
H -0.2997 -0.1475 -3.6086 0.0 0.0 0.0 0.522
H 2.5319 -0.4181 -1.1163 0.0 0.0 0.0 0.511
H 2.1210 1.0527 -1.9838 0.0 0.0 0.0 0.154
H 3.4588 -0.6709 -3.2924 0.0 0.0 0.0 0.525
H 2.0370 -0.0668 -4.1026 0.0 0.0 0.0 0.283
H 2.5934 -2.7824 -3.7625 0.0 0.0 0.0 0.498
H 1.0030 -2.1476 -4.1045 0.0 0.0 0.0 0.262
H 2.1356 -2.6506 -1.3187 0.0 0.0 0.0 0.296
H 0.9117 -3.6150 -2.1165 0.0 0.0 0.0 0.584
H -0.0981 -1.9582 -0.5123 0.0 0.0 0.0 0.384
H -0.6983 -1.8844 -2.1485 0.0 0.0 0.0 0.040
H -1.2198 3.2661 -3.1815 0.0 0.0 0.0 0.279
H -2.2929 4.9971 -4.5387 0.0 0.0 0.0 0.431
H -4.6294 4.7218 -5.2942 0.0 0.0 0.0 0.382
H -5.8914 2.6866 -4.6862 0.0 0.0 0.0 0.421
H -4.8254 0.9252 -3.3490 0.0 0.0 0.0 0.326
H -3.0279 -0.9406 -4.3819 0.0 0.0 0.0 0.454
H -4.1735 -3.0958 -4.6253 0.0 0.0 0.0 0.421
H -4.8934 -4.3557 -2.6222 0.0 0.0 0.0 0.395
H -4.4558 -3.4437 -0.3688 0.0 0.0 0.0 0.450
H -3.3038 -1.2959 -0.1068 0.0 0.0 0.0 0.249
O 3.4495 0.3899 0.9670 0.0 -0.1 -0.1 -0.616
C 2.9640 1.4672 0.7145 -0.3 0.2 0.3 0.506
N 1.5994 1.7324 0.6575 -0.4 0.2 -0.3 0.542
S 1.2630 3.2855 0.2364 -0.5 0.3 -0.3 0.959
O 0.6392 3.1972 -1.0747 0.1 0.0 0.1 -0.488
O 0.5034 3.9509 1.2524 0.2 0.0 0.0 -0.668
C 2.9220 3.8152 0.1539 0.2 -0.2 0.0 0.517
C 3.4222 5.0652 -0.1459 0.1 -0.1 0.1 -0.770
C 4.8067 5.1934 -0.1518 0.1 0.0 0.0 -0.561
C 5.6365 4.1102 0.1344 0.0 0.0 0.0 -0.541
C 5.1090 2.8602 0.4369 0.1 0.1 0.0 -0.639
C 3.7351 2.7256 0.4417 -0.2 0.0 0.0 -0.003
H 2.7753 5.9043 -0.3616 0.0 0.0 0.0 0.513
H 5.2481 6.1543 -0.3809 0.0 0.0 0.0 0.420
H 6.7092 4.2480 0.1215 0.0 0.0 0.0 0.422
H 5.7397 2.0109 0.6631 0.0 0.0 0.0 0.539
Se -0.7205 1.6116 4.1931 0.1 -0.2 0.1 0.357
N 0.3582 0.4342 4.9618 0.0 0.1 -0.2 -0.798
C 0.7815 -0.3775 4.0070 0.1 -0.2 0.2 0.530
C 1.7398 -1.4367 4.1213 -0.1 0.1 0.0 -0.584
C 2.0906 -2.0808 2.9817 -0.1 0.0 -0.1 -0.934
C 1.5195 -1.7165 1.7175 0.1 -0.2 -0.1 0.329
N 0.6133 -0.7954 1.5618 -0.2 0.5 0.3 -0.011
C 0.2496 -0.1215 2.7120 0.0 -0.1 -0.5 0.473
N -0.5687 0.8875 2.5819 -0.2 0.4 0.3 -0.300
H 2.1734 -1.6856 5.0805 0.0 0.0 0.0 0.482
H 2.8234 -2.8747 2.9938 0.0 0.0 0.0 0.457
H 1.8464 -2.2364 0.8249 0.0 0.0 0.0 0.067
```
Forces are in eV/Å.

Entry 3:
A molecular structure, C31H31LuN4O4S at a distorted geometry. Source: the Open Molecules 2025 dataset; level of theory: wB97M-V/def2-TZVPD.

## Properties
Maximum force (Eh/bohr): 0.03841
Relative energy (zero: lowest compared OMol25 entry of this formula, charge and spin) (eV): 0.226
Spin multiplicity: 1
HOMO-LUMO gap (eV): 8.72
LUMO energy (eV): 0.39

Geometry as XYZ:
```
72
Properties=species:S:1:pos:R:3:forces:R:3:mulliken_charge:R:1
Lu 0.8935 -1.1816 -0.8596 -0.1 2.0 0.2 1.354
C 1.4221 -6.1369 4.1253 0.0 0.0 0.0 -1.521
C 0.9594 -5.4748 2.8542 0.1 -0.1 0.0 0.982
C 0.2602 -4.2785 2.8799 0.0 0.1 0.0 -0.719
C -0.1759 -3.6701 1.7083 0.3 -0.1 0.0 -0.387
C 0.1036 -4.2726 0.4893 0.1 -0.2 0.4 0.182
C 0.7748 -5.4986 0.4427 -0.1 0.1 0.1 -0.752
C 1.2065 -6.0775 1.6168 0.0 0.0 0.1 -0.793
S -0.5020 -3.5800 -0.9998 -0.5 -0.2 -0.3 1.216
O -1.4445 -4.5249 -1.5060 -0.3 0.0 -0.3 -0.734
O -1.0474 -2.2315 -0.6002 0.0 -0.6 0.0 -0.695
N 0.6669 -3.1399 -1.9296 0.7 -0.5 0.1 -0.457
C 1.9435 -3.8363 -2.1637 -0.5 0.0 0.0 0.003
C 3.0894 -2.8241 -2.1118 -0.4 0.7 0.5 0.249
O 4.1190 -3.0201 -2.6994 0.3 -0.1 -0.1 -0.668
O 2.8149 -1.7530 -1.3634 0.6 -0.7 -0.7 -0.730
H 1.3510 -5.4589 4.9753 0.0 0.0 0.0 0.353
H 2.4572 -6.4717 4.0427 0.0 0.0 0.0 0.367
H 0.8126 -7.0159 4.3470 0.0 0.0 0.0 0.315
H 0.0576 -3.7936 3.8285 0.0 0.0 0.0 0.348
H -0.7119 -2.7345 1.7489 0.0 0.0 0.0 0.584
H 0.9280 -6.0154 -0.4950 -0.1 0.0 0.0 0.639
H 1.7356 -7.0231 1.5774 0.0 0.0 0.0 0.400
H 1.9655 -4.3314 -3.1303 0.0 0.0 -0.1 0.374
H 2.1693 -4.5845 -1.4016 0.0 0.0 0.0 0.113
C -1.0144 5.8009 -1.4616 0.0 0.0 0.0 -1.471
C -1.9536 5.1544 -0.4798 0.0 0.1 0.0 0.595
C -2.9654 5.8815 0.1354 0.0 0.0 0.0 -0.661
C -3.8361 5.2951 1.0441 0.1 0.0 0.0 -0.741
C -3.7117 3.9443 1.3320 0.0 0.0 0.0 -0.922
C -2.7207 3.1895 0.7178 -0.1 0.0 0.0 0.084
C -1.8374 3.7960 -0.1681 0.2 0.0 -0.1 0.181
N -0.8066 3.0725 -0.8326 -0.2 -0.1 0.0 0.051
C -0.2612 1.8739 -0.4194 0.0 0.0 0.0 0.278
N -0.0496 1.8040 0.9071 0.1 -0.3 0.0 0.041
C 0.5737 0.8250 1.7693 -0.3 0.6 0.0 0.813
C 1.1927 -0.3151 1.2866 0.0 -0.2 -0.3 -1.216
C 1.8687 -1.0821 2.2397 0.1 -0.3 0.2 0.044
C 1.8830 -0.7795 3.5920 -0.1 0.2 -0.1 -1.111
C 1.1976 0.3492 4.0260 0.0 0.0 0.1 -0.718
C 0.5387 1.1797 3.1296 0.1 -0.1 0.0 1.152
C -0.1660 2.4174 3.6271 0.0 0.0 0.0 -1.514
N 0.0607 0.9531 -1.2970 0.2 -0.2 0.0 -0.194
C -0.3415 1.1403 -2.6633 0.1 0.0 0.4 -0.427
C -1.6932 1.1642 -2.9990 -0.1 -0.1 -0.1 0.058
C -2.0873 1.3132 -4.3183 0.1 0.0 0.0 -0.799
C -1.1217 1.4267 -5.3117 0.0 0.0 0.1 -0.716
C 0.2202 1.3842 -4.9718 0.0 0.0 0.0 -0.909
C 0.6406 1.2387 -3.6490 0.2 0.0 -0.2 1.082
C 2.1136 1.2163 -3.3243 0.1 0.0 0.0 -1.409
H -1.1712 6.8781 -1.4897 0.0 0.0 0.0 0.413
H -1.1633 5.4274 -2.4800 0.0 0.0 0.0 0.315
H 0.0288 5.6091 -1.2031 0.0 0.0 0.0 0.323
H -3.0588 6.9355 -0.1015 0.0 0.0 0.0 0.366
H -4.6075 5.8889 1.5166 0.0 0.0 0.0 0.402
H -4.3929 3.4662 2.0244 0.0 0.0 0.0 0.422
H -2.6411 2.1294 0.9262 0.0 0.0 0.0 0.607
H -0.7775 3.1934 -1.8342 -0.1 0.0 0.0 0.459
H -0.2848 2.6688 1.3660 0.0 0.0 0.1 0.049
H 2.4102 -1.9686 1.9170 0.0 0.0 0.0 0.497
H 2.4150 -1.4023 4.3014 0.0 0.0 0.0 0.458
H 1.1808 0.6055 5.0803 0.0 0.0 0.0 0.303
H -0.1745 2.4354 4.7159 0.0 0.0 0.0 0.387
H -1.2061 2.4727 3.2929 0.0 0.0 0.0 0.297
H 0.3264 3.3416 3.3023 0.0 0.0 0.0 0.383
H -2.4319 1.0428 -2.2144 0.0 0.0 0.0 0.517
H -3.1397 1.3245 -4.5711 0.0 0.0 0.0 0.437
H -1.4129 1.5376 -6.3483 0.0 0.0 0.0 0.424
H 0.9731 1.4657 -5.7473 0.0 0.0 0.0 0.401
H 2.6991 1.3979 -4.2251 0.0 0.1 0.0 0.415
H 2.4772 0.2634 -2.9308 -0.1 -0.1 0.0 0.260
H 2.3794 1.9728 -2.5844 0.0 0.0 0.0 0.273
```
Forces are in eV/Å.

Question: HOMO-LUMO gap of number 1 (C31H31FNO8P)?
Answer: 6.56 eV

Question: Which value of spin multiplicity does entry 1 give?
Answer: 1

Question: Which of these has the highest LUMO energy?
Answer: C31H31LuN4O4S